No. 1
C6H12NS | the ωB97M-V functional and the def2-TZVPD basis

Last column: Löwdin charge in e.
Element x y z (Å)
C -1.45395 -0.87882 -0.69548  -0.066
C 1.08490 -1.40710 0.15771  -0.208
C -0.41202 -1.36879 0.22081  -0.230
C -1.26554 -0.07140 0.57941  -0.182
C 1.79424 -0.29093 -0.53022  -0.384
C -0.80669 2.20329 -0.28270  -0.098
N -0.37130 1.07946 0.48054  -0.143
S 3.08201 0.54569 0.14596  1.001
H -1.16287 -0.65822 -1.73659  0.131
H -2.35015 -1.46844 -0.68541  0.113
H 1.56720 -1.68403 1.00667  0.080
H 1.12556 -2.18905 -0.57955  0.149
H -0.65427 -2.42692 0.58007  0.169
H -1.96060 0.01610 1.44515  0.161
H 1.25855 0.24815 -1.37399  0.111
H -0.10548 2.18625 -1.21743  0.102
H -1.83567 1.94958 -0.53299  0.084
H -0.69553 3.10592 0.46331  0.131
H 0.17597 1.34549 1.27150  0.111
H 2.98563 -0.23624 1.28326  -0.032

Atoms 1-6, force components in eV/Å:
C 0.4 0.6 -0.9
C -0.7 2.0 -4.1
C -1.7 -2.0 2.6
C 2.4 0.1 0.3
C -2.3 2.2 0.8
C 1.3 0.9 0.0

## Properties
Kohn-Sham gap	6.9	eV
energy above the lowest of the compared OMol25 structures with the same formula, charge and spin	4.017	eV
charge	+1

=====

No. 2
C6H12O | the ωB97M-V functional and the def2-TZVPD basis

Last column: Löwdin charge in e.
Element x y z (Å)
C 0.61912 -0.63531 1.87999  -0.088
C -0.19008 0.10689 0.81813  -0.500
C -1.63982 0.35555 1.31231  -0.064
C -0.44505 -0.70659 -0.40149  0.056
C -0.51337 0.13454 -1.61732  -0.229
C 0.93250 -0.06270 -2.09153  -0.296
O 1.88680 0.74515 -1.48266  -0.041
H 1.63939 -0.83630 1.53059  0.068
H 0.69528 -0.04668 2.80196  0.077
H 0.15237 -1.59933 2.10871  0.081
H 0.25900 1.09524 0.61626  0.132
H -1.59815 0.89486 2.26523  0.087
H -2.16735 -0.59091 1.47300  0.084
H -2.21513 0.96057 0.60353  0.080
H 1.14579 -1.12958 -1.99377  0.117
H -1.16861 -0.27462 -2.39593  0.114
H -0.68306 1.21378 -1.49412  0.119
H 0.99484 0.15596 -3.14254  0.118
H 2.29553 0.21948 -0.79033  0.086

Atoms 1-6, force components in eV/Å:
C 0.1 0.0 0.1
C 0.2 -0.1 0.0
C -0.2 0.0 0.0
C -0.4 0.5 0.2
C -0.4 0.1 0.4
C 0.0 -0.7 -0.9

## Properties
Kohn-Sham gap	8.6	eV
energy above the lowest of the compared OMol25 structures with the same formula, charge and spin	4.031	eV

=====

No. 3
C6H12O | the ωB97M-V functional and the def2-TZVPD basis

Last column: Löwdin charge in e.
Element x y z (Å)
C 2.17813 -0.07330 0.88090  -0.106
C 1.33570 -0.52913 -0.31002  -0.232
C 0.25952 0.47303 -0.66634  -0.228
C -0.87963 0.13041 -1.59854  -0.034
C -1.16165 0.42203 -0.16117  -0.539
C -1.68054 -0.66573 0.74996  -0.012
O -1.78359 1.66469 0.05093  0.005
H 2.96938 -0.79353 1.11444  0.069
H 1.55953 0.05346 1.77715  0.072
H 2.65695 0.89042 0.66921  0.073
H 0.88926 -1.50921 -0.09854  0.102
H 1.98606 -0.67644 -1.18264  0.112
H 0.62900 1.49275 -0.77902  0.144
H -0.97094 -0.90194 -1.93067  0.114
H -1.18828 0.87746 -2.32326  0.111
H -2.75762 -0.78603 0.59138  0.088
H -1.52036 -0.40899 1.80498  0.083
H -1.19880 -1.62976 0.56160  0.077
H -1.44119 2.01514 0.88400  0.103

Atoms 1-6, force components in eV/Å:
C 0.0 0.0 0.1
C 0.0 -0.1 0.0
C 0.1 0.1 0.0
C -0.1 0.0 -0.2
C 0.1 -0.3 0.0
C 0.0 0.0 0.0

## Properties
Kohn-Sham gap	10.5	eV
energy above the lowest of the compared OMol25 structures with the same formula, charge and spin	1.002	eV

=====

No. 4
C6H12O | the ωB97M-V functional and the def2-TZVPD basis

Last column: Löwdin charge in e.
Element x y z (Å)
C 1.84283 0.49862 -0.49186  -0.099
C 0.98046 -0.29414 0.49340  -0.212
C -0.43419 -0.56848 -0.02129  -0.470
C -0.50828 -1.59697 -1.13152  -0.046
C -1.65170 -0.44492 0.84985  0.003
C -1.51526 0.46171 -0.06787  -0.024
O -0.67555 2.40728 1.31807  -0.058
H 1.37091 1.45628 -0.74615  0.072
H 1.98535 -0.04685 -1.43092  0.068
H 2.83473 0.70694 -0.07761  0.073
H 0.93384 0.23175 1.45569  0.101
H 1.46174 -1.25933 0.70651  0.113
H 0.11586 -1.31331 -1.98356  0.073
H -0.18099 -2.57552 -0.76947  0.082
H -1.54065 -1.69108 -1.48820  0.084
H -0.91159 1.52120 1.61135  -0.001
H -2.37305 -0.98413 1.43985  0.103
H -1.96760 1.21593 -0.68797  0.117
H 0.23316 2.27502 1.02168  0.023

Atoms 1-6, force components in eV/Å:
C 0.0 0.0 -0.1
C -0.1 0.0 0.0
C 0.0 -0.2 -0.2
C 0.1 -0.2 -0.2
C -0.3 -0.1 -0.3
C -0.3 -0.3 -0.1

## Properties
Kohn-Sham gap	10.3	eV
energy above the lowest of the compared OMol25 structures with the same formula, charge and spin	3.053	eV

=====

No. 5
C6H12O | the ωB97M-V functional and the def2-TZVPD basis

Last column: Löwdin charge in e.
Element x y z (Å)
C 2.67969 0.70620 0.09770  -0.076
C 1.59171 -0.29192 -0.24757  -0.298
O 0.57321 -0.26437 0.73613  -0.117
C -0.34964 -1.30506 0.52365  -0.329
C -1.65115 -1.34894 1.19748  0.016
C -1.68651 -1.13960 -0.08395  -0.046
C -1.77515 1.42371 -0.52955  -0.039
H 3.13807 0.46037 1.06026  0.077
H 2.27453 1.72029 0.15679  0.076
H 3.46041 0.68828 -0.67198  0.076
H 2.02398 -1.30528 -0.30785  0.116
H 1.16481 -0.06761 -1.23913  0.116
H 0.16280 -2.23376 0.27907  0.129
H -2.02659 0.70400 0.23947  -0.011
H -2.23236 -1.64322 2.04652  0.100
H -2.26295 -1.07394 -0.98992  0.112
H -0.78792 1.21057 -0.95280  0.029
H -2.53676 1.39311 -1.31323  0.038
H -1.76017 2.36717 -0.00107  0.031

Atoms 1-6, force components in eV/Å:
C 0.0 0.0 0.0
C 0.2 0.0 -0.2
O -0.1 0.0 0.0
C 0.2 -0.6 -0.1
C -0.1 -0.6 -0.4
C -0.1 -0.8 0.1

## Properties
Kohn-Sham gap	10.6	eV
energy above the lowest of the compared OMol25 structures with the same formula, charge and spin	3.952	eV

=====

No. 6
C6H12O | the ωB97M-V functional and the def2-TZVPD basis

Last column: Löwdin charge in e.
Element x y z (Å)
C 0.38865 2.59294 -1.55987  -0.119
C -0.30908 1.25000 -1.68668  -0.275
C 0.07633 0.44418 -0.51906  -0.186
C -0.53621 -1.25328 1.30357  -0.154
C -0.21514 -2.27642 2.32248  -0.115
C 0.87781 -0.61007 -0.55860  -0.199
O 0.93687 -1.36060 0.56041  -0.110
H 0.22425 3.22838 -2.42911  0.065
H 0.03481 3.11377 -0.66146  0.075
H 1.46363 2.42175 -1.43068  0.078
H -1.40083 1.37334 -1.74883  0.110
H -0.00723 0.71091 -2.59142  0.107
H -0.06281 0.87889 0.46903  0.110
H -1.33313 -1.51322 0.57860  0.124
H -0.88032 -0.29304 1.76449  0.112
H -1.04446 -2.49751 2.99041  0.079
H 0.63658 -1.88751 2.88449  0.085
H 0.09570 -3.16164 1.77115  0.081
H 1.42886 -0.90356 -1.46324  0.133

Atoms 1-6, force components in eV/Å:
C 0.1 0.3 -0.2
C 0.1 0.3 -0.3
C 0.6 0.6 -0.5
C 1.5 -0.6 -0.3
C -0.1 -0.4 0.4
C -0.7 0.5 -0.2

## Properties
Kohn-Sham gap	9.1	eV
energy above the lowest of the compared OMol25 structures with the same formula, charge and spin	2.684	eV

=====

No. 7
C6H12O | the ωB97M-V functional and the def2-TZVPD basis

Last column: Löwdin charge in e.
Element x y z (Å)
C -1.53910 0.12548 1.45234  -0.050
C -0.28556 0.10979 0.59654  -0.325
C -0.37603 0.45589 -0.68754  -0.143
C -1.67342 0.79055 -1.38464  -0.085
C 2.01543 0.94392 1.16593  0.019
C 0.98646 0.11607 1.32800  -0.165
H -1.30815 -0.29250 2.42402  0.069
H -1.88330 1.15777 1.49876  0.088
H -2.33646 -0.47032 1.01386  0.076
H 0.48849 0.62562 -1.29818  0.095
H -1.46096 1.10047 -2.39880  0.067
H -2.29159 -0.11499 -1.42261  0.082
H -2.26735 1.53598 -0.85147  0.075
H 2.15492 1.44149 0.21250  0.060
H 2.78630 0.90476 1.91971  0.052
H 1.00066 -0.37082 2.30071  0.094
H 1.91617 -2.05685 -1.66150  0.032
H 0.43668 -1.98873 -1.13159  0.022
O 0.99365 -2.08671 -1.91808  -0.062

Atoms 1-6, force components in eV/Å:
C 0.5 -0.5 -0.5
C -0.2 0.7 -0.4
C -0.6 0.4 -0.1
C 0.2 -0.9 0.4
C 0.1 -1.0 -0.8
C -0.1 0.5 1.2

## Properties
Kohn-Sham gap	9.6	eV
energy above the lowest of the compared OMol25 structures with the same formula, charge and spin	1.725	eV

=====

No. 8
C6H12O | the ωB97M-V functional and the def2-TZVPD basis

Last column: Löwdin charge in e.
Element x y z (Å)
C -1.81927 -1.74504 0.50689  -0.113
O -1.12869 -0.80303 1.28845  -0.187
C -0.86486 0.41663 0.62916  -0.188
C 0.49024 0.46689 -0.05784  -0.480
C 1.63355 -0.10041 0.75591  -0.031
C 0.56658 0.38540 -1.55933  -0.097
C 0.74484 1.70818 -0.86430  -0.100
H -1.33930 -1.92049 -0.47147  0.091
H -2.86107 -1.42707 0.32723  0.089
H -1.83590 -2.68427 1.06835  0.089
H -1.66577 0.65522 -0.09356  0.130
H -0.88453 1.18490 1.40981  0.133
H 1.51468 -1.17743 0.91310  0.082
H 1.68623 0.38004 1.74045  0.088
H 2.58961 0.07000 0.24732  0.083
H -0.35183 0.23122 -2.12162  0.100
H 1.44477 -0.07531 -2.00596  0.102
H -0.05584 2.44161 -0.94174  0.104
H 1.74105 2.14196 -0.82226  0.104

Atoms 1-6, force components in eV/Å:
C -0.2 -0.2 -0.3
O 0.0 0.0 0.0
C 0.0 0.3 -0.1
C 0.0 0.0 0.1
C 0.1 0.0 0.0
C 0.0 -0.1 -0.2

## Properties
Kohn-Sham gap	10.7	eV
energy above the lowest of the compared OMol25 structures with the same formula, charge and spin	1.551	eV

=====

No. 9
C6H12O | the ωB97M-V functional and the def2-TZVPD basis

Last column: Löwdin charge in e.
Element x y z (Å)
C -0.17681 -1.83865 -0.80373  -0.087
C -0.28009 -0.71268 0.22108  -0.428
C -1.67003 -0.66598 0.86402  -0.080
C 0.10424 0.62225 -0.44099  -0.376
C 0.45536 1.73658 0.47223  -0.027
C 1.55236 0.70624 -0.98624  -0.039
O 2.07834 1.59251 0.31425  -0.115
H 0.80538 -1.80062 -1.28432  0.063
H -0.31384 -2.82170 -0.33914  0.077
H -0.94690 -1.72675 -1.57933  0.082
H 0.46327 -0.90129 1.01235  0.136
H -1.90797 -1.60977 1.37099  0.078
H -2.44345 -0.49917 0.10290  0.081
H -1.75602 0.13831 1.60598  0.070
H -0.61268 0.87611 -1.23599  0.150
H 0.26187 2.73610 0.06997  0.131
H 0.31616 1.66378 1.54721  0.117
H 1.60411 1.53763 -1.70544  0.040
H 2.54358 0.89956 0.83014  0.129

Atoms 1-6, force components in eV/Å:
C 0.0 0.0 0.0
C 0.1 0.1 0.0
C 0.0 0.1 0.0
C 0.5 -0.1 -0.2
C 1.3 0.2 0.6
C 0.2 -0.7 -1.0

## Properties
Kohn-Sham gap	7.7	eV
energy above the lowest of the compared OMol25 structures with the same formula, charge and spin	4.879	eV

=====

No. 10
C6H12O | the ωB97M-V functional and the def2-TZVPD basis

Last column: Löwdin charge in e.
Element x y z (Å)
C -1.36418 0.50519 0.34911  -0.161
C -1.69130 1.43400 1.26921  0.013
C 0.86724 -0.10907 1.16879  -0.107
C -0.16668 -0.35558 0.34487  -0.351
C -0.43877 -1.62278 -0.42968  -0.056
C 2.16095 -0.80024 0.83702  -0.117
H -2.01329 0.42117 -0.53273  0.105
H -0.91770 1.85180 1.90907  0.045
H -2.71583 1.58618 1.59938  0.056
H 0.72580 0.48453 2.08218  0.107
H -1.28280 -2.17051 0.02000  0.099
H -0.76281 -1.28091 -1.42942  0.070
H 0.44955 -2.22407 -0.60293  0.068
H 2.50950 -0.65872 -0.19466  0.073
H 3.00913 -0.51704 1.53183  0.085
H 2.08133 -1.89173 0.98331  0.073
H 0.03050 0.45993 -3.32903  0.035
H 0.66175 0.64971 -1.93989  0.012
O 0.24277 1.12369 -2.66689  -0.049

Atoms 1-6, force components in eV/Å:
C -0.7 0.7 0.2
C 0.5 -0.8 0.3
C 0.0 -0.8 -0.8
C -0.9 0.8 0.9
C 0.6 1.0 -1.5
C 1.5 -0.6 1.7

## Properties
Kohn-Sham gap	8.7	eV
energy above the lowest of the compared OMol25 structures with the same formula, charge and spin	2.638	eV

=====

No. 11
C6H12O | the ωB97M-V functional and the def2-TZVPD basis

Last column: Löwdin charge in e.
Element x y z (Å)
C 1.80166 -0.38440 -1.12755  -0.036
C 1.05089 0.36952 -0.05663  -0.344
O 0.70086 1.70948 -0.44555  -0.074
C -0.55640 1.58627 0.23316  -0.135
C -0.42583 0.05102 0.29845  -0.462
C -0.65310 -0.60344 1.65431  -0.047
C -1.21839 -0.65179 -0.81163  -0.033
H 2.75196 0.11857 -1.33608  0.084
H 2.02035 -1.40828 -0.79814  0.089
H 1.22513 -0.42129 -2.05563  0.078
H 1.65618 0.39810 0.86476  0.146
H -1.38592 1.99991 -0.35370  0.120
H -0.52755 2.07189 1.22013  0.123
H -0.08868 -0.09368 2.44347  0.080
H -0.33869 -1.65452 1.64206  0.087
H -1.71550 -0.57702 1.92712  0.084
H -0.62768 -1.41645 -1.32660  0.074
H -1.56650 0.05539 -1.57049  0.086
H -2.10279 -1.14929 -0.40146  0.079

Atoms 1-6, force components in eV/Å:
C 0.0 0.0 0.0
C 0.2 -0.3 0.0
O 0.1 0.1 0.0
C -0.3 0.1 0.2
C -0.1 0.0 0.0
C 0.0 0.0 0.0

## Properties
Kohn-Sham gap	10.5	eV
energy above the lowest of the compared OMol25 structures with the same formula, charge and spin	1.106	eV

=====

No. 12
C6H12O | the ωB97M-V functional and the def2-TZVPD basis

Last column: Löwdin charge in e.
Element x y z (Å)
C 0.00358 2.33705 -1.45615  -0.100
C -0.81625 1.73615 -0.31996  -0.214
C -0.52054 0.29980 0.06027  -0.336
C -1.48339 -0.57637 0.32060  0.066
C 1.46291 -0.50405 1.35131  0.021
C 0.89388 -0.05672 0.22897  -0.164
H -0.48998 2.17401 -2.40427  0.069
H 1.04611 2.05165 -1.55671  0.060
H 0.04512 3.42056 -1.32281  0.071
H -1.87927 1.78692 -0.54704  0.104
H -0.66882 2.34818 0.57581  0.115
H -1.28433 -1.63617 0.32559  0.053
H -2.50919 -0.25408 0.41685  0.064
H 2.51805 -0.72220 1.33658  0.053
H 0.88550 -0.56749 2.26420  0.068
H 1.61313 0.15608 -0.55721  0.093
H 0.52856 -3.25977 0.67211  0.005
H 0.50149 -4.58546 -0.08486  0.034
O 0.15344 -4.14806 0.69673  -0.062

Atoms 1-6, force components in eV/Å:
C -0.2 0.7 -0.2
C 0.1 -0.2 0.8
C 0.3 0.3 0.0
C -0.1 -0.1 -0.3
C -0.7 0.3 -0.4
C 0.9 -0.1 -0.1

## Properties
Kohn-Sham gap	10.1	eV
energy above the lowest of the compared OMol25 structures with the same formula, charge and spin	1.753	eV